(1)
Here is C4H3NO3 as an isolated structure from the OMol25 dataset. Energies are from wB97M-V/def2-TZVPD.

Last column: Mulliken charge in e.
Cartesian coordinates (Å):
C: 0.343 0.451 0.556  0.0731
C: -0.664 -0.649 0.549  0.1895
C: 1.106 -0.414 -0.448  0.4899
C: -1.702 -0.311 -0.388  0.0879
H: 1.103 1.777 -0.526  0.4038
H: 0.675 0.333 1.503  0.3582
H: -0.851 -1.371 1.481  0.3178
N: -2.472 0.120 -1.275  -0.4478
O: 0.097 1.749 -0.006  -0.5487
O: 0.382 -1.583 -0.187  -0.3620
O: 1.984 -0.102 -1.260  -0.5617

ΔE to the lowest compared entry with this formula, charge and spin in eV: 4.276
HOMO-LUMO gap in eV: 11.25

(2)
Here is a 2-piece molecular cluster, C4H3NO6 overall from the OMol25 dataset. Energies are from wB97M-V/def2-TZVPD.

Last column: Mulliken charge in e.
Cartesian coordinates (Å):
C: -1.496 -1.571 0.035  0.6383
C: 2.714 -0.815 0.192  0.6089
C: -0.496 -0.385 0.417  -0.4233
C: 1.639 -0.325 -0.818  0.1363
N: -1.153 0.754 0.307  0.2734
O: -2.376 -1.237 -0.815  -0.7928
O: 2.515 -1.606 1.118  -0.6843
O: -1.365 -2.649 0.626  -0.7068
O: 3.776 -0.192 -0.209  -0.7406
O: -0.862 1.892 0.645  -0.8051
O: 1.223 -1.069 -1.690  -0.5114
H: 0.191 -0.658 1.149  0.5354
H: 1.670 0.782 -1.085  0.1892
H: -1.923 0.599 -0.391  0.2828

Total charge: -2
ΔE to the lowest compared entry with this formula, charge and spin in eV: 3.552
HOMO-LUMO gap in eV: 7.89

(3)
Here is C4H3NOS as an isolated structure from the OMol25 dataset. Energies are from wB97M-V/def2-TZVPD.

Last column: Mulliken charge in e.
Cartesian coordinates (Å):
C: -1.297 0.675 0.133  -0.3398
C: -0.090 -0.967 -0.095  0.4374
C: 1.527 0.438 -0.186  -0.5433
C: 0.143 0.320 -0.102  0.1673
H: -1.936 1.255 -0.578  0.2501
H: -1.841 0.918 1.048  0.2999
H: 2.371 1.073 -0.187  0.4237
N: 0.963 -1.671 0.148  -0.4233
O: 1.963 -0.951 -0.042  -0.0911
S: -1.804 -1.090 -0.138  -0.1810

ΔE to the lowest compared entry with this formula, charge and spin in eV: 3.705
HOMO-LUMO gap in eV: 9.27

(4)
Here is one molecule with the formula C4H3NOS from the OMol25 dataset. Energies are from wB97M-V/def2-TZVPD.

Last column: Mulliken charge in e.
Cartesian coordinates (Å):
C: -0.331 -2.328 0.393  0.1491
C: -0.639 -1.162 0.250  -0.2977
C: -0.885 0.169 0.006  -0.0564
S: -2.314 0.420 -0.836  -0.1763
C: -0.129 1.219 0.587  -0.0533
N: 1.001 1.506 0.077  -0.2687
O: 1.504 0.514 -0.941  -0.3964
H: 0.080 -3.327 0.317  0.4100
H: -0.639 1.930 1.319  0.3084
H: 2.352 1.059 -1.171  0.3813

SMILES string: C#CC(=S)/C=N\O
ΔE to the lowest compared entry with this formula, charge and spin in eV: 4.244
HOMO-LUMO gap in eV: 7.59